1:
Molecular formula: C42H57F3N4O6PS
Method: DFT, the ωB97M-V functional and the def2-TZVPD basis

Structure (XYZ):
```
114
Properties=species:S:1:pos:R:3:mulliken_charge:R:1
C 0.6596 -3.7618 3.9297 -0.4584
C -0.2889 -3.4593 3.0511 -0.4194
C -1.3415 -2.9591 1.9062 0.3987
C -1.2908 -1.3269 1.9723 -0.7188
C -2.2625 -0.5997 0.9036 -0.0599
C -1.5793 0.8492 0.4884 -1.0275
N -1.1633 1.3591 1.8209 1.1962
C 0.1230 2.0853 1.8363 0.8932
C 0.2472 3.6654 2.2560 -0.8336
O 1.2615 1.5232 1.5806 -0.5230
C -2.2465 2.0150 2.5953 0.0547
C -2.6867 1.2846 3.9973 -1.1151
O -2.8469 3.1037 2.3217 -0.4362
N -0.5587 0.3912 -0.5145 0.7145
C -1.1085 0.1812 -1.8605 -0.3645
N -0.6444 -0.4851 -2.9300 0.1826
S -1.5553 -0.5002 -4.4397 -0.1237
C 0.6706 -1.2089 -2.8588 0.2125
C 1.7113 -0.4208 -3.8245 -0.7779
C 2.8843 0.2258 -2.8935 0.3807
C 3.7283 -0.9848 -2.1877 0.3534
O 4.4225 -1.7190 -2.9616 -0.5857
O 3.5862 -1.1536 -0.7650 -0.2109
C 3.2499 -2.5563 -0.4352 0.2555
C 4.5007 -3.3449 0.2604 -1.1136
N -2.3740 0.9711 -1.8185 -0.2330
C -2.5149 1.7102 -0.4945 0.7005
C -2.1803 3.2609 -0.8152 -1.0521
C -1.2005 3.5081 -2.0733 0.3301
C -0.7851 5.0465 -2.3348 -1.0296
C -0.1356 5.8110 -1.0706 -0.4959
C 1.4193 5.4647 -0.7915 -0.2488
O 1.9946 4.4784 -1.6908 -0.3686
C 2.7340 3.4421 -0.9839 0.2890
P -4.3983 1.7246 -0.2767 0.2599
O -5.0657 0.3177 -0.2556 -0.6163
H 1.5445 -3.8966 4.6681 0.3448
H -2.3833 -3.4005 2.1030 0.4441
H -0.8657 -3.2828 0.9041 -0.2176
H -0.1605 -1.0538 1.8434 0.2005
H -1.5293 -1.0599 3.0818 0.0511
H -2.5485 -1.2380 -0.0078 0.3663
H -3.2505 -0.3573 1.4710 -0.0658
H -0.3133 3.9038 3.2314 0.3570
H -0.1335 4.3765 1.4381 -0.0910
H 1.3674 3.9162 2.4495 0.3856
H -3.0901 2.1373 4.6741 0.4435
H -1.7467 0.7825 4.4468 0.3099
H -3.5139 0.5029 3.7583 0.0811
H 0.1354 -0.2842 -0.1550 0.2656
H -1.0680 0.5900 -5.2012 0.1976
H 0.5333 -2.2768 -3.2636 0.3834
H 1.0321 -1.2912 -1.7701 -0.4952
H 1.1890 0.4709 -4.3623 0.3539
H 2.1267 -1.1064 -4.6498 0.3211
H 3.5468 0.9223 -3.5242 0.5580
H 2.3473 0.8570 -2.0918 -0.5839
H 2.3652 -2.5928 0.3245 -0.0704
H 2.8781 -3.1220 -1.3708 0.2812
H 5.1719 -3.8512 -0.5229 0.2856
H 4.0709 -4.1742 0.9459 0.2969
H 5.0984 -2.5978 0.9243 0.2816
H -3.2290 0.4522 -2.1080 0.5208
H -1.6953 3.7388 0.1098 -0.1072
H -3.1526 3.8714 -1.0273 0.5653
H -1.6292 3.1117 -3.0864 0.2049
H -0.2200 2.8893 -1.9114 -0.3245
H 0.0044 5.0473 -3.1901 0.3617
H -1.7005 5.6243 -2.7684 0.3920
H -0.1740 6.9514 -1.3267 0.4036
H -0.8219 5.7004 -0.1339 0.2648
H 2.0394 6.4451 -0.9429 0.3448
H 1.5452 5.1948 0.3252 0.0093
H 2.0205 2.5398 -0.8523 -0.3458
H 3.6822 3.1734 -1.6076 -0.0344
H 3.1154 3.7391 0.0597 0.2824
H -4.9328 2.3927 -1.4579 0.1550
H -4.8778 2.4756 0.8452 0.1836
F -8.8539 -3.1127 5.2508 -0.3095
C -8.1610 -2.2398 4.5068 0.2306
C -8.2520 -2.3000 3.1234 -0.3463
C -7.5365 -1.3902 2.3504 -0.5253
C -6.7293 -0.4372 2.9693 -0.2689
C -6.6413 -0.3889 4.3589 -0.4172
C -7.3654 -1.2915 5.1325 -0.3873
H -8.8785 -3.0535 2.6597 0.4099
H -7.6064 -1.4234 1.2677 0.4089
H -6.1676 0.2698 2.3648 0.3843
H -6.0088 0.3517 4.8392 0.3949
H -7.3159 -1.2627 6.2150 0.4194
F 5.7957 3.2497 -0.7441 -0.2791
C 6.7742 2.6658 -1.4552 0.3088
C 6.9138 1.2860 -1.4166 -0.3386
C 7.9244 0.6797 -2.1576 -0.4576
C 8.7907 1.4614 -2.9201 -0.4802
C 8.6444 2.8464 -2.9474 -0.4038
C 7.6270 3.4520 -2.2155 -0.4415
H 6.2354 0.6950 -0.8110 0.5636
H 8.0376 -0.3997 -2.1406 0.3763
H 9.5817 0.9881 -3.4943 0.3707
H 9.3225 3.4538 -3.5386 0.3678
H 7.4930 4.5277 -2.2321 0.4155
F 1.3272 -4.6333 0.2914 -0.0341
C 0.6098 -5.7612 0.1514 0.4448
C 1.0966 -6.9480 0.6781 -0.5649
C 0.3513 -8.1152 0.5377 -0.4503
C -0.8677 -8.0840 -0.1378 -0.5150
C -1.3447 -6.8876 -0.6672 -0.6357
C -0.6048 -5.7181 -0.5172 -0.0747
H 2.0506 -6.9547 1.1931 0.3926
H 0.7195 -9.0479 0.9529 0.3820
H -1.4464 -8.9959 -0.2507 0.3741
H -2.2923 -6.8660 -1.1964 0.3713
H -0.9653 -4.7760 -0.9154 0.3443
```

HOMO energy = -10.835 eV
E_LUMO = -3.16 eV
multiplicity = 1
total charge = +1

2:
Molecular formula: C42H57F3N4O6PS
Method: DFT, the ωB97M-V functional and the def2-TZVPD basis

Structure (XYZ):
```
114
Properties=species:S:1:pos:R:3:mulliken_charge:R:1
C 4.4793 3.2993 -0.9474 -0.5760
C 3.5852 2.5218 -1.7443 -0.2936
C 2.4445 1.5732 -2.5162 0.3475
C 2.2787 0.2355 -1.5488 -0.6292
C 1.1861 -0.8570 -2.1030 0.0076
C 0.5214 -1.6398 -0.7816 -0.9606
N 1.7501 -1.9093 0.0349 1.1090
C 1.5643 -1.7706 1.5202 0.7483
C 1.7608 -3.0473 2.5839 -0.7246
O 1.2843 -0.5913 2.1435 -0.5252
C 2.5242 -3.1279 -0.3818 0.0875
C 4.0693 -2.8629 -0.9649 -1.0108
O 2.1507 -4.4052 -0.3030 -0.4584
N -0.5005 -0.6046 -0.3402 0.6863
C -1.8003 -0.6529 -1.1120 -0.2938
N -2.8318 0.2397 -1.2619 0.1569
S -4.2589 -0.1821 -2.2325 -0.1190
C -2.7770 1.5896 -0.5821 0.1438
C -3.9383 1.5878 0.5835 -0.6601
C -3.1909 1.6760 2.0600 0.2078
C -2.3985 3.1404 2.1825 0.3645
O -3.1762 4.2260 2.2331 -0.5847
O -0.9206 3.1281 2.1789 -0.1979
C -0.3881 4.0823 1.1599 0.1846
C 0.2930 5.4313 1.8554 -1.0299
N -1.7473 -2.0615 -1.7056 -0.2271
C -0.5069 -2.8366 -1.2124 0.5411
C -1.0617 -3.9088 -0.1071 -0.9430
C -2.4369 -3.4730 0.6689 0.2555
C -2.9326 -4.5012 1.8450 -0.9312
C -1.8141 -4.8419 2.9934 -0.4309
C -1.6123 -3.6828 4.1357 -0.2380
O -2.4287 -2.4734 3.9508 -0.3680
C -1.6435 -1.2375 4.0905 0.2422
P -0.1425 -3.9442 -2.7231 0.2674
O 0.1215 -3.1616 -4.0793 -0.6164
H 5.1723 3.8725 -0.1639 0.3364
H 2.7895 1.3298 -3.6076 0.4211
H 1.4420 2.1874 -2.4452 -0.1412
H 2.0188 0.6688 -0.4674 0.1748
H 3.3813 -0.2017 -1.4359 0.0266
H 0.3804 -0.4285 -2.8344 0.3329
H 1.8053 -1.6689 -2.7085 -0.0805
H 2.7534 -3.6366 2.3933 0.3574
H 0.8725 -3.8072 2.5558 -0.1071
H 1.8328 -2.6207 3.6921 0.3631
H 4.6712 -3.8548 -0.7186 0.4094
H 4.5116 -1.9258 -0.4017 0.3118
H 3.9998 -2.6752 -2.1344 0.0921
H -0.1025 0.3291 -0.0982 0.2751
H -5.2123 -0.7563 -1.3321 0.2029
H -3.0341 2.4240 -1.3623 0.3524
H -1.7027 1.8074 -0.1708 -0.4140
H -4.5486 0.5677 0.5761 0.3175
H -4.7188 2.4467 0.4187 0.3204
H -3.9756 1.5107 2.9140 0.4957
H -2.4182 0.7929 2.0871 -0.4210
H 0.4667 3.5643 0.5116 -0.0301
H -1.2251 4.3860 0.3910 0.2560
H -0.4949 6.2824 2.0119 0.2751
H 1.1264 5.8432 1.1269 0.2838
H 0.8149 5.1189 2.8773 0.2707
H -1.8948 -2.1119 -2.7466 0.4856
H -0.2352 -4.0848 0.7013 -0.1103
H -1.2773 -4.9697 -0.6015 0.5199
H -3.3734 -3.3262 -0.0568 0.2079
H -2.2733 -2.3975 1.1600 -0.2710
H -3.8603 -3.9944 2.3862 0.3285
H -3.3705 -5.4876 1.3443 0.3705
H -2.2169 -5.8062 3.5708 0.3836
H -0.8006 -5.2023 2.4847 0.2285
H -1.9408 -4.1441 5.1867 0.3153
H -0.4618 -3.4572 4.2424 0.0113
H -1.3419 -0.8924 3.0053 -0.2821
H -2.3097 -0.4284 4.6589 -0.0260
H -0.6597 -1.3390 4.7156 0.2591
H -1.3640 -4.7274 -2.9567 0.1595
H 0.9106 -4.9094 -2.5415 0.1864
F 6.3110 -2.8816 -8.3048 -0.3079
C 5.4064 -3.1527 -7.3546 0.2285
C 4.0515 -3.0666 -7.6554 -0.3479
C 3.1092 -3.3538 -6.6678 -0.5155
C 3.5330 -3.7136 -5.3861 -0.2628
C 4.8952 -3.7923 -5.0927 -0.4136
C 5.8371 -3.5159 -6.0835 -0.3828
H 3.7410 -2.7774 -8.6541 0.4062
H 2.0476 -3.2969 -6.8949 0.4057
H 2.7978 -3.9331 -4.6149 0.3719
H 5.2227 -4.0685 -4.0933 0.3931
H 6.8998 -3.5809 -5.8752 0.4175
F -1.6056 0.6115 6.5485 -0.2805
C -2.3036 1.6835 6.9462 0.3098
C -2.1011 2.9052 6.3137 -0.3607
C -2.8314 4.0204 6.7241 -0.4623
C -3.7491 3.9038 7.7709 -0.4614
C -3.9416 2.6744 8.4029 -0.4025
C -3.2194 1.5570 7.9849 -0.4182
H -1.3780 2.9786 5.5080 0.5630
H -2.6860 4.9783 6.2308 0.3715
H -4.3153 4.7750 8.0937 0.3674
H -4.6535 2.5870 9.2202 0.3633
H -3.3630 0.5918 8.4590 0.4101
F 0.7588 4.6623 -1.4627 -0.0486
C 0.8228 5.1866 -2.6938 0.4319
C 1.4429 6.4170 -2.8821 -0.5309
C 1.5143 6.9609 -4.1645 -0.4564
C 0.9545 6.2727 -5.2438 -0.5081
C 0.3298 5.0408 -5.0438 -0.6174
C 0.2685 4.4920 -3.7631 -0.0875
H 1.8646 6.9409 -2.0306 0.3897
H 2.0038 7.9185 -4.3234 0.3767
H 1.0065 6.6994 -6.2432 0.3698
H -0.1087 4.5089 -5.8847 0.3671
H -0.2054 3.5313 -3.5911 0.3418
```

HOMO energy = -10.791 eV
E_LUMO = -3.42 eV
multiplicity = 1
total charge = +1

It turns out 1 is the most stable, with the second structure 0.2542 hartree higher.

1:
Molecular formula: C28H35HfN5P2S
Method: DFT, the ωB97M-V functional and the def2-TZVPD basis

Structure (XYZ):
```
72
Properties=species:S:1:pos:R:3:mulliken_charge:R:1
Hf -0.1122 -1.5782 1.1850 1.5561
C -1.3668 1.8118 4.6418 -0.7182
C -1.6983 1.3449 3.4610 -0.2269
C -1.2308 1.8636 2.1147 0.7462
C 0.1414 1.5443 1.5276 0.8946
C 1.3879 1.8758 2.3542 -1.1777
C 1.4734 2.5648 3.5493 -0.5704
C 0.5608 3.5558 4.1258 -1.0426
C -0.6471 3.0813 5.0092 -0.7492
C 0.3521 -3.6680 1.6454 -0.9137
H -1.7543 1.3125 5.5343 0.4285
H -2.2486 0.3788 3.3754 0.2927
H -1.4041 2.9348 2.0906 0.7570
H -1.9654 1.4368 1.4374 -1.2015
H 0.2287 0.5283 0.8982 -0.8797
H 0.3027 2.2573 0.7362 0.5856
H 2.3191 1.5263 1.8891 0.4760
H 2.4131 2.5198 4.0114 0.5626
H 0.2156 4.2347 3.3671 0.4280
H 1.1823 4.1407 4.8081 0.4181
H -0.1604 2.8471 5.9764 0.4015
H -1.2984 3.9742 5.1573 0.3137
H 0.7017 -4.0609 2.6227 0.4097
H 1.1852 -3.9725 0.9858 0.0236
H -0.4232 -4.3910 1.3921 0.4089
P 1.6438 -1.3631 -0.5535 0.3220
P -1.7521 -0.7621 -0.6294 0.6027
N 3.1412 -0.2668 -1.2658 0.4946
N 2.1673 -2.6550 -1.8172 0.6484
N -1.9995 1.1074 -1.2955 0.9662
N -3.3323 -1.0231 -1.4910 0.5255
C 0.6494 -0.4124 -1.7912 -0.7848
C -0.7047 -1.0740 -2.0559 -1.5398
C 4.3550 -0.1356 -0.6141 -0.5825
C 5.0950 0.9218 -1.1625 -0.7581
C 4.3191 1.4639 -2.2186 -0.6107
C 3.2068 0.6209 -2.3569 -0.2998
C 2.3700 -3.9651 -1.4156 -0.4219
C 2.8640 -4.6832 -2.5042 -0.7083
C 2.9181 -3.7991 -3.6229 -0.5697
C 2.4983 -2.5519 -3.1664 -0.3635
C -2.9029 1.9333 -0.6233 -0.6515
C -2.9951 3.1830 -1.2714 -0.9958
C -2.2495 2.9936 -2.4596 -0.8995
C -1.6405 1.7550 -2.4491 -0.6159
C -3.8684 -0.5237 -2.6875 -0.3530
C -4.9929 -1.2659 -3.0259 -0.6130
C -5.1757 -2.2377 -1.9849 -0.7221
C -4.1529 -2.0641 -1.0609 -0.3390
H 1.1264 -0.3919 -2.7693 0.0721
H 0.5456 0.6155 -1.3827 1.2038
H -1.1399 -0.6755 -2.9686 0.5630
H -0.6392 -2.1703 -2.1973 0.6183
H 4.5864 -0.7668 0.2021 0.5132
H 6.0837 1.2673 -0.8601 0.4449
H 4.4454 2.3481 -2.8151 0.4839
H 2.4749 0.6504 -3.1620 0.3701
H 2.1144 -4.2473 -0.4116 0.1174
H 3.1334 -5.7175 -2.4791 0.4704
H 3.2216 -4.0194 -4.6353 0.4708
H 2.3773 -1.6379 -3.7209 0.3906
H -3.4294 1.5885 0.2748 0.6267
H -3.5458 4.0559 -0.8726 0.4677
H -2.1402 3.6887 -3.2385 0.5524
H -1.0417 1.2884 -3.2146 0.3429
H -3.4285 0.3187 -3.2029 0.4348
H -5.6154 -1.0824 -3.8931 0.4680
H -5.9648 -2.9805 -1.9274 0.4442
H -3.8986 -2.5740 -0.1411 0.3561
S 1.9480 -0.8296 5.5320 -0.1288
C 0.8956 -0.9124 4.2702 0.5100
N 0.2746 -1.0751 3.2401 -0.7457
```

HOMO energy = -13.654 eV
E_LUMO = -9.39 eV
multiplicity = 1
total charge = +2

2:
Molecular formula: C28H35HfN5P2S
Method: DFT, the ωB97M-V functional and the def2-TZVPD basis

Structure (XYZ):
```
72
Properties=species:S:1:pos:R:3:mulliken_charge:R:1
Hf -1.4537 1.0528 0.0705 1.5140
C 1.9623 4.6487 -0.6939 -0.9281
C 1.5553 3.4855 -1.1673 -0.0991
C 2.1760 2.1225 -0.9305 0.6833
C 1.8205 1.3712 0.3802 1.6216
C 2.1152 2.0258 1.7077 -0.9247
C 2.7481 3.1867 1.8847 -0.3409
C 3.7563 3.7954 0.9755 -0.9807
C 3.2559 4.8872 -0.0096 -0.7092
C -3.5219 1.6476 0.4573 -1.1743
H 1.4606 5.5590 -1.0467 0.4295
H 0.6854 3.4725 -1.8363 0.4548
H 3.2581 2.1311 -1.1662 0.7716
H 1.7058 1.4930 -1.7032 -1.3782
H 0.6767 1.2617 0.3503 -1.5241
H 2.2162 0.3501 0.3127 0.6073
H 1.5032 1.5982 2.5192 0.3262
H 2.6187 3.7452 2.8339 0.4694
H 4.3163 3.0292 0.4241 0.3960
H 4.4996 4.2833 1.6270 0.4571
H 3.2371 5.8481 0.5103 0.4425
H 4.0290 4.9257 -0.7912 0.2898
H -3.4372 2.7143 0.7548 0.3827
H -4.0451 1.1166 1.2635 0.1783
H -4.1557 1.6322 -0.4466 0.4248
P -1.3332 -0.8215 1.6105 0.0194
P -0.7100 -0.4145 -1.8672 0.3656
N -0.3048 -1.4979 3.0187 0.5738
N -2.7792 -1.8374 2.0349 0.6405
N 1.0461 -1.0300 -2.1739 0.9253
N -1.1293 -0.9804 -3.5449 0.5184
C -0.5573 -1.9697 0.3877 -1.1786
C -1.2269 -1.9543 -0.9946 -1.4329
C -0.1575 -0.9244 4.2786 -0.5699
C 0.8071 -1.6458 5.0002 -0.7509
C 1.2579 -2.7087 4.1585 -0.6668
C 0.5208 -2.6243 2.9891 -0.2390
C -4.0889 -1.4106 2.2564 -0.4173
C -4.8812 -2.5189 2.5556 -0.7085
C -4.0366 -3.6729 2.5011 -0.6184
C -2.7609 -3.2286 2.1638 -0.2921
C 1.9528 -0.3538 -2.9873 -0.7379
C 3.1262 -1.1047 -3.1196 -1.0106
C 2.8968 -2.3259 -2.4266 -0.8459
C 1.6370 -2.2561 -1.8527 -0.5020
C -0.7252 -2.1778 -4.1617 -0.3464
C -1.4353 -2.3470 -5.3374 -0.6153
C -2.3483 -1.2516 -5.4359 -0.6823
C -2.1530 -0.4432 -4.3252 -0.3703
H -0.5738 -3.0107 0.7121 0.3415
H 0.5064 -1.6942 0.3133 1.1751
H -0.9530 -2.8544 -1.5672 0.6382
H -2.3310 -1.9524 -0.9447 0.5564
H -0.7775 -0.0810 4.5307 0.4942
H 1.1304 -1.4567 6.0076 0.4742
H 2.0107 -3.4502 4.3557 0.4921
H 0.5051 -3.3008 2.1509 0.3461
H -4.3435 -0.3722 2.1814 0.3090
H -5.9316 -2.4974 2.8038 0.4430
H -4.3260 -4.6944 2.7148 0.4724
H -1.8544 -3.7869 1.9995 0.3744
H 1.6897 0.6020 -3.4047 0.6905
H 4.0237 -0.8140 -3.6629 0.4945
H 3.5837 -3.1761 -2.3897 0.4817
H 1.1030 -2.9914 -1.2579 0.3644
H 0.0335 -2.8010 -3.7131 0.4119
H -1.3107 -3.1659 -6.0368 0.4689
H -3.0655 -1.0957 -6.2272 0.4448
H -2.6316 0.4631 -3.9901 0.3669
S -0.4305 5.3102 2.1899 -0.1907
C -0.7351 3.9917 1.4148 0.6910
N -0.9217 2.9449 0.8114 -0.7878
```

HOMO energy = -13.842 eV
E_LUMO = -8.90 eV
multiplicity = 1
total charge = +2

It turns out 2 is the most stable, with the second structure 0.1335 hartree higher.